{
  "formula": "C35H55N2O2P2Pb",
  "method": "ωB97M-V with the def2-TZVPD basis set",
  "e_tot_ev": -68079.916,
  "homo_ev": -8.136,
  "e_lumo_ha": -0.095,
  "total_charge": 1,
  "homo_lumo_gap_ev": 5.548,
  "multiplicity": 1,
  "species": ["H", "H", "H", "O", "C", "P", "H", "C", "H", "C", "C", "P", "H", "H", "C", "H", "H", "C", "C", "H", "C", "Pb", "C", "H", "H", "C", "H", "H", "H", "C", "C", "H", "C", "O", "H", "H", "C", "H", "H", "C", "H", "C", "H", "H", "C", "C", "C", "H", "C", "C", "H", "H", "H", "H", "H", "H", "C", "H", "H", "C", "H", "C", "H", "C", "H", "H", "H", "H", "H", "H", "H", "H", "N", "H", "C", "H", "H", "H", "H", "C", "N", "C", "H", "H", "C", "H", "C", "C", "H", "C", "C", "H", "C", "H", "H", "C", "H"],
  "coordinates": [[-3.493, -3.734, -1.132], [0.838, -5.813, 2.940], [-0.279, 2.899, 5.745], [-1.076, 0.937, 3.410], [-2.683, 0.238, -2.190], [1.060, 2.339, -0.139], [-1.178, 4.750, -2.162], [2.838, -0.193, -2.867], [0.043, -0.256, 4.687], [-1.235, -5.257, -0.764], [-4.014, 0.573, -4.212], [-0.266, -2.937, 0.646], [-0.683, 1.147, -3.688], [4.711, 1.957, 0.731], [-1.344, 0.981, 5.817], [-1.732, -5.601, -1.684], [1.276, -3.804, 3.973], [3.828, 1.755, 0.111], [-1.171, 2.429, 5.320], [3.343, 0.874, 0.547], [-1.340, -4.111, 2.905], [-0.508, -0.070, 0.842], [-1.001, 0.104, 4.607], [3.167, 3.229, -2.073], [2.216, 4.401, 1.638], [2.788, -2.447, -2.084], [-5.006, 0.664, -6.132], [4.191, 4.303, -1.065], [1.928, -2.907, 2.581], [3.241, -1.512, -3.015], [-0.997, 2.339, 3.799], [-0.935, 3.004, -2.409], [-1.388, -3.728, -0.683], [2.466, 0.640, 3.375], [0.002, 2.681, 3.474], [-2.052, -4.690, 2.299], [1.000, -3.171, 3.110], [1.297, -4.066, -0.772], [-2.382, 4.304, -0.095], [-1.605, 0.989, -4.253], [-0.555, 5.852, 0.006], [1.905, 0.575, 2.378], [-0.682, 0.752, 6.654], [1.142, 5.348, -0.001], [1.704, 1.589, -1.651], [-2.871, 1.036, -6.303], [-1.641, 1.156, -5.633], [-1.723, -5.778, 0.069], [3.052, 3.742, 1.389], [-1.026, -3.081, -2.062], [0.461, 4.127, -2.461], [-4.930, 0.470, -3.635], [-0.713, 1.388, -6.154], [-0.051, -6.031, 1.426], [-1.682, -0.751, 4.455], [-2.212, 2.563, -0.344], [-2.840, -3.366, -0.329], [0.539, -2.244, 3.492], [-1.786, -3.128, 3.118], [-4.065, 0.751, -5.595], [-1.935, -3.028, -2.684], [1.379, -3.159, -0.155], [3.952, -1.841, -3.774], [0.631, -5.358, 1.958], [-2.882, 1.141, -7.394], [1.582, -5.309, 1.414], [-0.193, -5.590, -0.832], [3.153, 0.591, -3.576], [1.445, 2.049, -2.608], [-1.782, 2.897, 3.259], [-3.175, -3.830, 0.606], [-2.029, 3.056, 5.572], [1.481, -0.783, -0.913], [2.160, -3.354, 0.600], [1.899, -2.049, -1.083], [-2.984, -2.280, -0.254], [-2.374, 0.785, 6.134], [-0.263, -3.681, -2.586], [2.456, 4.665, -1.279], [0.128, 5.030, 0.266], [-2.102, 0.155, -1.169], [3.190, 3.856, -1.168], [-0.658, -2.051, -1.937], [-1.207, -4.638, 3.862], [2.893, 2.987, 0.071], [-1.748, 3.303, 1.217], [-0.346, 3.757, -0.448], [0.023, -3.968, 2.210], [3.179, 3.056, 2.237], [-1.738, 3.435, 0.124], [-0.492, 3.909, -1.962], [0.074, 4.911, 1.358], [-2.776, 0.584, -3.570], [4.186, 1.486, -0.887], [3.953, 4.364, 1.302], [1.947, 0.178, -1.800], [3.083, -3.492, -2.063]],
  "forces_ev_per_a": [[0.03, 0.07, 0.17], [-0.04, 0.08, -0.28], [-0.18, -0.10, 0.08], [-0.43, 0.13, 0.95], [3.22, 0.76, 2.47], [0.40, -0.43, -0.69], [0.15, -0.20, -0.06], [-0.05, -0.99, -0.69], [-0.44, -0.02, 0.00], [-0.27, -0.04, -0.33], [-0.11, -0.06, -0.72], [0.81, -0.76, -0.61], [-0.18, -0.33, -0.17], [-0.15, 0.21, -0.04], [-0.34, -0.20, -0.27], [0.07, 0.06, 0.19], [-0.14, 0.32, -0.30], [0.05, 0.10, -0.17], [0.20, 0.13, -0.09], [0.08, 0.09, -0.21], [0.02, -0.06, 0.22], [1.10, 0.82, -0.42], [0.58, 0.14, -0.46], [0.12, 0.43, 0.46], [0.18, -0.06, -0.15], [-0.91, -0.38, 1.21], [0.17, 0.15, 0.15], [-0.21, -0.05, -0.03], [-0.25, -0.08, 0.22], [0.08, 1.09, 0.17], [0.23, -0.28, -0.42], [0.25, 0.32, 0.19], [0.02, -0.02, 0.39], [-1.08, 0.09, -2.17], [-0.42, 0.17, 0.11], [0.23, 0.13, 0.18], [-0.18, 0.01, -0.10], [0.18, 0.15, 0.28], [0.17, -0.28, 0.06], [-0.05, -0.54, 0.21], [0.10, -0.09, 0.04], [0.97, -0.50, 2.56], [-0.12, 0.04, -0.08], [-0.30, -0.09, 0.04], [-2.80, -2.25, -0.94], [-0.17, -0.42, 0.17], [-0.62, 0.14, 0.39], [0.16, 0.21, -0.13], [0.28, 0.47, 0.11], [0.07, -0.06, 0.48], [-0.24, -0.07, 0.10], [0.18, -0.35, -0.13], [-0.36, 0.03, 0.01], [0.21, 0.22, 0.14], [0.28, 0.34, 0.12], [0.18, 0.12, 0.08], [-0.09, -0.07, -0.11], [0.13, -0.27, -0.11], [0.09, -0.24, -0.05], [0.96, 0.35, -0.18], [0.32, -0.16, 0.18], [0.52, 0.32, -0.46], [-0.27, 0.33, 0.04], [-0.02, -0.12, 0.14], [-0.14, -0.02, 0.51], [-0.24, -0.03, 0.12], [-0.19, 0.13, 0.04], [-0.10, -0.47, 0.55], [0.66, 0.26, 0.19], [0.40, -0.34, 0.17], [0.10, 0.12, -0.15], [0.13, -0.14, 0.03], [-0.22, 0.32, 0.12], [-0.41, 0.07, -0.18], [0.30, -0.59, -0.32], [0.04, -0.22, -0.02], [0.20, 0.15, -0.02], [-0.26, 0.38, 0.19], [0.32, -0.12, -0.02], [-0.13, 0.27, -0.16], [-2.19, -0.36, -2.22], [0.26, 0.03, 0.25], [-0.04, -0.31, -0.17], [-0.09, 0.13, -0.20], [-0.88, 0.55, 0.72], [0.15, -0.01, -0.35], [1.26, -0.60, -0.02], [-0.33, 0.00, -0.19], [0.04, 0.12, -0.20], [0.08, -0.22, 0.09], [-0.11, 0.43, -0.07], [0.08, -0.02, -0.29], [-0.64, 0.51, -0.70], [-0.16, -0.03, 0.20], [-0.08, -0.09, 0.35], [-0.24, 1.50, 0.36], [0.09, 0.19, -0.35]]
}